(1)
C26H62B3FO2PV as an isolated structure, computed with wB97M-V/def2-TZVPD.

E_HOMO (alpha / beta) = 1.7 / -2.4 eV
LUMO energy (alpha / beta) = 4.1 / 4.0 eV
<S²> = 6.006

ORCA input file:
```
! wB97M-V def2-TZVPD RIJCOSX def2/J DEFGRID3
* xyz -2 5
V -2.80 -28.45 5.57
C -10.09 -30.72 -1.18
C -9.26 -31.72 -0.46
C -8.43 -31.17 0.75
C -7.34 -32.16 1.35
P -6.12 -31.62 2.70
C -6.09 -29.75 2.76
C -5.52 -29.11 1.39
C -5.29 -27.57 1.52
C -4.73 -26.99 0.22
C -6.63 -32.19 4.37
C -6.76 -33.70 4.54
C -7.61 -34.13 5.77
C -7.26 -33.52 7.09
C -4.48 -32.45 2.40
C -3.62 -32.02 1.15
C -2.67 -33.15 0.84
C -1.28 -32.79 0.29
H -10.67 -31.27 -1.92
H -9.50 -30.04 -1.78
H -10.69 -30.16 -0.46
H -8.62 -32.25 -1.16
H -9.99 -32.41 -0.03
H -9.16 -30.96 1.54
H -8.03 -30.16 0.63
H -6.78 -32.78 0.65
H -7.92 -32.85 1.98
H -5.36 -29.56 3.55
H -7.07 -29.32 2.97
H -6.14 -29.42 0.55
H -4.54 -29.53 1.16
H -4.57 -27.33 2.31
H -6.25 -27.12 1.79
H -3.95 -27.65 -0.15
H -4.37 -25.96 0.25
H -5.55 -27.10 -0.49
H -7.64 -31.77 4.50
H -5.89 -31.76 5.04
H -5.74 -34.10 4.51
H -7.29 -34.04 3.65
H -7.52 -35.21 5.89
H -8.60 -33.94 5.36
H -7.48 -32.45 7.11
H -6.17 -33.45 7.13
H -7.71 -33.99 7.95
H -4.77 -33.50 2.33
H -3.97 -32.35 3.36
H -3.11 -31.08 1.36
H -4.36 -31.89 0.36
H -3.11 -33.96 0.24
H -2.43 -33.57 1.82
H -0.72 -32.03 0.84
H -1.29 -32.54 -0.78
H -0.65 -33.66 0.48
B -4.69 -27.23 5.12
H -5.44 -26.58 4.72
H -4.10 -27.75 4.38
H -3.98 -26.70 5.73
H -5.15 -28.00 5.72
B -2.40 -28.13 7.79
H -2.01 -27.97 8.78
H -1.64 -28.64 7.21
H -3.31 -28.70 7.77
H -2.57 -27.20 7.27
B -3.19 -30.59 5.41
H -3.95 -30.04 5.94
H -3.40 -31.65 5.41
H -3.29 -30.14 4.43
H -2.20 -30.38 5.79
C -1.28 -28.51 2.74
O -1.23 -28.08 4.11
H -2.15 -28.12 2.22
H -0.45 -28.27 2.08
H -1.44 -29.57 2.58
C -4.71 -30.91 9.00
C -3.68 -30.47 9.94
O -3.91 -29.81 10.96
C -2.29 -30.89 9.59
H -5.23 -30.01 8.66
H -5.32 -31.66 9.50
H -4.30 -31.28 8.06
H -2.01 -31.82 10.09
H -1.57 -30.14 9.89
H -2.05 -31.13 8.55
F -2.48 -35.67 6.18
C -1.55 -35.30 5.24
C -1.27 -33.96 5.02
C -0.34 -33.56 4.20
C 0.29 -34.49 3.36
C 0.08 -35.87 3.57
C -0.79 -36.26 4.60
H -1.81 -33.23 5.61
H -0.20 -32.50 4.07
H 0.98 -34.04 2.65
H 0.54 -36.64 2.97
H -0.95 -37.32 4.73
*
```



(2)
A 13-piece molecular cluster, C49H82N10O9 overall, computed with wB97M-V/def2-TZVPD.

E_HOMO = -11.1 eV
LUMO energy = -0.3 eV
Energy above the lowest of the compared OMol25 structures with the same formula, charge and spin = 0.00 kcal/mol

ORCA input file:
```
! wB97M-V def2-TZVPD RIJCOSX def2/J DEFGRID3
* xyz 0 1
C -0.64 3.03 3.12
C -1.24 4.14 4.00
O -2.14 3.47 4.87
C -2.02 2.13 4.70
O -2.47 1.30 5.43
O -1.20 1.86 3.70
H 0.44 2.95 3.21
H -0.89 3.06 2.06
H -1.62 4.92 3.34
H -0.49 4.61 4.64
C 3.09 4.04 -3.59
C 2.58 2.89 -2.74
O 2.12 3.59 -1.59
C 1.85 4.89 -1.92
O 1.35 5.72 -1.24
O 2.19 5.09 -3.21
H 3.06 3.86 -4.66
H 4.08 4.39 -3.28
H 3.47 2.30 -2.54
H 1.73 2.33 -3.14
C 0.34 1.18 -0.32
C 0.56 -0.27 0.08
O -0.53 -0.93 -0.53
C -1.53 -0.06 -0.71
O -2.66 -0.37 -0.96
O -1.08 1.20 -0.61
H 0.85 1.36 -1.26
H 0.52 1.95 0.42
H 0.59 -0.40 1.17
H 1.48 -0.72 -0.28
C 5.99 0.35 3.10
C 5.11 -0.38 4.14
C 3.93 0.49 4.54
C 3.07 0.89 3.42
N 2.37 1.15 2.55
H 6.75 -0.35 2.74
H 6.42 1.21 3.61
H 5.41 0.72 2.25
H 5.69 -0.56 5.05
H 4.75 -1.32 3.73
H 4.18 1.30 5.23
H 3.18 -0.06 5.14
C 0.87 -1.84 4.04
C 1.72 -2.56 3.00
C 2.03 -3.99 3.43
C 2.62 -4.10 4.78
N 3.11 -4.18 5.81
H 0.62 -0.82 3.73
H 1.42 -1.80 4.98
H -0.09 -2.35 4.18
H 2.64 -1.99 2.87
H 1.24 -2.53 2.02
H 2.67 -4.57 2.77
H 1.10 -4.54 3.61
C 2.74 5.71 2.73
C 2.83 4.33 2.06
C 4.02 4.26 1.10
C 5.29 4.46 1.81
N 6.28 4.64 2.35
H 1.93 5.68 3.46
H 2.57 6.52 2.01
H 3.66 5.99 3.25
H 1.93 4.10 1.49
H 2.93 3.64 2.90
H 3.89 4.95 0.27
H 4.10 3.27 0.63
C 0.38 -4.69 0.25
C -0.84 -4.44 -0.63
C -2.03 -5.38 -0.37
C -1.72 -6.77 -0.64
N -1.47 -7.85 -0.91
H 0.82 -5.67 0.08
H 0.06 -4.66 1.30
H 1.15 -3.94 0.08
H -0.55 -4.54 -1.68
H -1.27 -3.45 -0.45
H -2.77 -5.14 -1.14
H -2.44 -5.16 0.61
C -4.77 -3.86 -3.22
C -4.35 -2.69 -2.35
C -5.09 -2.50 -1.04
C -5.02 -3.61 -0.11
N -4.99 -4.45 0.66
H -4.20 -3.99 -4.15
H -5.80 -3.80 -3.60
H -4.66 -4.81 -2.71
H -4.27 -1.77 -2.92
H -3.30 -2.87 -2.08
H -6.12 -2.15 -1.13
H -4.67 -1.66 -0.48
C -2.57 -2.30 2.17
C -2.95 -1.26 3.20
C -4.46 -1.09 3.39
C -5.14 -2.17 4.13
N -5.65 -3.03 4.69
H -1.50 -2.26 1.97
H -3.07 -2.09 1.22
H -2.85 -3.32 2.44
H -2.52 -0.32 2.84
H -2.47 -1.39 4.17
H -4.90 -1.15 2.39
H -4.76 -0.17 3.89
C -2.05 4.21 -3.67
C -1.11 3.02 -3.88
C -0.33 3.03 -5.20
C -1.16 3.15 -6.38
N -1.81 3.25 -7.32
H -2.78 4.18 -4.48
H -1.60 5.20 -3.66
H -2.58 4.10 -2.73
H -1.56 2.03 -3.78
H -0.41 3.09 -3.04
H 0.21 2.08 -5.19
H 0.33 3.90 -5.12
C 4.37 -2.38 -0.99
C 4.70 -1.07 -1.72
C 6.19 -0.85 -1.94
C 6.99 -1.12 -0.75
N 7.59 -1.36 0.20
H 3.29 -2.51 -0.88
H 4.76 -2.40 0.03
H 4.82 -3.27 -1.44
H 4.36 -0.29 -1.02
H 4.08 -0.87 -2.60
H 6.37 0.19 -2.22
H 6.64 -1.47 -2.71
C -0.88 -1.47 -5.77
C -1.00 -2.16 -4.41
C 0.30 -2.53 -3.69
C 1.07 -1.32 -3.41
N 1.60 -0.33 -3.19
H -0.36 -2.09 -6.50
H -0.32 -0.53 -5.64
H -1.86 -1.17 -6.15
H -1.65 -3.01 -4.60
H -1.55 -1.50 -3.73
H 0.85 -3.23 -4.31
H 0.07 -2.95 -2.71
C -6.64 0.87 -0.46
C -5.60 1.41 -1.45
C -4.74 2.54 -0.88
C -4.01 2.19 0.33
N -3.42 1.89 1.27
H -7.36 0.24 -0.98
H -7.18 1.67 0.05
H -6.17 0.30 0.34
H -6.09 1.75 -2.36
H -4.94 0.58 -1.75
H -5.43 3.36 -0.66
H -4.00 2.81 -1.63
*
```